a.
22
Properties=species:S:1:pos:R:3:lowdin_charge:R:1 method="wB97M-V/def2-TZVPD" lumo_energy_ev=-3.876 homo_lumo_gap_ev=10.638 mol_weight_da=120.2 homo_ev=-14.51 total_charge=+1
C -0.008 -2.208 -0.930 -0.233
O -1.306 -1.656 -0.860 -0.075
C 0.957 -1.061 -0.703 -0.175
C 1.149 -0.597 0.735 -0.159
C -0.143 -0.271 1.472 -0.145
C -1.113 1.809 0.728 0.129
N -1.074 0.543 0.666 0.054
H 0.220 -2.696 -1.877 0.129
H 0.178 -2.957 -0.152 0.130
H -1.882 -2.389 -1.124 0.125
H 1.904 -1.005 -1.230 0.127
H 0.481 -0.201 -1.201 0.106
H 1.693 0.352 0.746 0.121
H 1.691 -1.327 1.334 0.127
H 0.052 0.258 2.407 0.132
H -0.736 -1.100 1.848 0.135
H -1.858 2.362 0.187 0.118
H -0.528 2.419 1.412 0.127
H -1.377 0.003 -0.158 0.134
H 0.130 3.109 -1.751 0.067
H 1.092 3.665 -0.678 0.070
O 0.479 2.945 -0.868 -0.043

***

b.
22
Properties=species:S:1:pos:R:3:lowdin_charge:R:1 method="wB97M-V/def2-TZVPD" lumo_energy_ev=-4.788 homo_lumo_gap_ev=9.118 mol_weight_da=120.2 homo_ev=-13.91 total_charge=+1
C 1.155 -1.217 1.853 -0.221
O 2.187 -0.449 1.387 -0.036
C 0.243 -1.581 0.582 -0.155
C -1.152 -1.044 0.591 -0.154
C -1.497 0.040 -0.532 -0.079
C -0.328 2.359 -0.192 0.201
N -0.386 1.047 -0.427 0.004
H 1.522 -2.040 2.471 0.130
H 0.518 -0.682 2.540 0.106
H 3.021 -0.812 1.554 0.076
H 0.193 -2.576 0.279 0.100
H 0.802 -1.358 -0.240 0.071
H -1.968 -1.892 0.490 0.167
H -1.420 -0.656 1.471 0.056
H -1.432 -0.442 -1.622 0.171
H -2.429 0.577 -0.544 0.118
H 0.612 2.840 0.086 0.118
H -1.148 3.132 -0.271 0.142
H 0.538 0.633 -0.347 0.122
H 0.704 0.913 -2.621 0.030
H 0.331 1.822 -3.628 0.064
O -0.068 1.385 -2.879 -0.030

***

c.
22
Properties=species:S:1:pos:R:3:lowdin_charge:R:1 method="wB97M-V/def2-TZVPD" lumo_energy_ev=-2.914 homo_lumo_gap_ev=12.022 mol_weight_da=120.2 homo_ev=-14.94 total_charge=+1
C 1.180 1.225 -0.619 0.066
C -0.467 1.040 2.126 -0.016
C -2.117 -0.213 -1.033 -0.001
C 1.657 -1.661 -0.998 0.038
C 0.210 0.065 -0.395 -0.470
N -0.132 -0.249 1.452 0.083
O -1.008 0.622 -0.649 -0.092
O 0.317 -1.116 -0.949 -0.038
H 2.085 0.948 -0.195 0.071
H 1.474 1.336 -1.762 0.173
H 0.651 2.039 -0.369 0.054
H -0.893 0.739 3.053 0.096
H 0.230 1.858 2.124 0.106
H -1.248 1.359 1.543 0.058
H -3.016 0.339 -1.162 0.093
H -2.478 -1.062 -0.306 0.146
H -1.844 -0.509 -1.955 0.059
H 2.314 -1.507 -0.134 0.119
H 2.006 -0.992 -1.791 0.109
H 1.428 -2.595 -1.316 0.077
H 0.522 -0.757 2.054 0.149
H -0.871 -0.910 1.281 0.122

***

Which one is most stable, and which one is least stable? a is the most stable of them, while c is the least stable.

***

a.
22
Properties=species:S:1:pos:R:3:lowdin_charge:R:1 method="wB97M-V/def2-TZVPD" lumo_energy_ev=-9.210 homo_lumo_gap_ev=4.317 mol_weight_da=120.2 homo_ev=-13.53 total_charge=+1
C 1.406 0.524 -1.610 -0.284
O 1.664 -0.867 -1.578 -0.060
C 0.213 0.814 -0.819 -0.217
C -1.005 -0.092 -1.037 -0.142
C -1.825 -0.160 0.196 -0.359
C -2.701 0.772 0.671 0.242
N -1.658 -1.292 0.912 0.229
H 1.296 0.828 -2.637 0.125
H 2.247 1.343 -1.330 0.180
H 1.312 -1.072 -0.651 0.004
H 0.453 0.765 0.292 0.125
H -0.059 1.903 -0.661 0.153
H -0.813 -1.085 -1.429 0.127
H -1.562 0.434 -1.871 0.157
H -2.756 1.741 0.307 0.079
H -3.365 0.513 1.541 0.127
H -1.651 -1.198 1.945 0.160
H 1.048 -1.878 0.741 0.314
H -1.010 -2.007 0.589 0.066
H 2.504 -0.649 1.911 -0.017
H 3.217 0.520 2.708 0.067
O 3.046 0.143 1.813 -0.077

***

b.
22
Properties=species:S:1:pos:R:3:lowdin_charge:R:1 method="wB97M-V/def2-TZVPD" lumo_energy_ev=-4.641 homo_lumo_gap_ev=9.013 mol_weight_da=120.2 homo_ev=-13.65 total_charge=+1
C -1.717 -2.522 -2.193 -0.092
C -0.534 -1.900 -1.475 -0.249
C -0.820 -0.762 -0.571 -0.031
C 0.145 -0.214 0.166 -0.073
N -0.138 0.905 0.990 0.056
C 0.633 1.347 1.895 0.162
H -1.452 -2.941 -3.159 0.079
H -2.493 -1.771 -2.382 0.076
H -2.202 -3.316 -1.619 0.082
H 0.290 -1.695 -2.169 0.129
H 0.064 -2.669 -0.957 0.129
H -1.784 -0.267 -0.662 0.130
H 1.141 -0.621 0.216 0.142
H -1.086 1.272 0.964 0.186
H 1.631 0.966 2.073 0.132
H 0.284 2.117 2.549 0.095
H -0.806 0.522 5.118 0.050
H -0.674 2.076 5.164 0.054
O -0.842 1.322 4.587 -0.056
H 3.452 2.096 -3.384 0.034
H 2.617 1.388 -4.411 0.041
O 2.950 1.281 -3.507 -0.074

***

Which one is most stable, and which one is least stable? b is the most stable of them, while a is the least stable.

***

a.
18
Properties=species:S:1:pos:R:3:lowdin_charge:R:1 method="wB97M-V/def2-TZVPD" lumo_energy_ev="-5.071 / -8.065" homo_lumo_gap_ev="10.065 / 5.023" mol_weight_da=99.2 homo_ev="-15.14 / -13.09" total_charge=+1
C -1.900 0.888 -2.637 -0.061
C -0.209 -1.139 -0.509 -0.055
C 0.942 -1.134 1.788 -0.014
C 1.255 1.811 0.833 0.122
C 0.065 -0.343 0.709 -0.442
N 0.916 0.768 0.252 0.131
N -1.162 0.912 -1.665 0.111
H -2.620 1.655 -2.961 0.112
H -2.078 -0.095 -3.088 0.107
H -0.789 -1.996 -0.229 0.090
H -0.452 -0.393 -1.418 0.037
H 0.947 -1.465 -0.619 0.153
H 0.677 -0.500 2.755 0.130
H 2.002 -1.189 1.620 0.079
H 0.571 -2.152 1.854 0.082
H 1.846 2.410 0.206 0.111
H 0.848 1.944 1.827 0.135
H -0.859 0.020 1.281 0.171

***

b.
18
Properties=species:S:1:pos:R:3:lowdin_charge:R:1 method="wB97M-V/def2-TZVPD" lumo_energy_ev=-5.560 homo_lumo_gap_ev=7.321 mol_weight_da=99.2 homo_ev=-12.88 total_charge=+1
C 1.880 1.531 0.933 -0.057
C -0.311 -1.656 -0.138 -0.201
C -1.479 -1.833 -1.062 -0.061
C 1.532 0.880 -0.239 0.110
C -1.764 0.263 0.355 -0.100
N 2.466 1.776 -0.398 0.208
N -0.990 -0.481 -0.591 -0.228
H 1.354 2.368 1.404 0.123
H 2.569 1.114 1.827 0.181
H -0.456 -1.810 0.935 0.114
H 0.659 -2.080 -0.453 0.116
H -1.445 -2.076 -2.119 0.104
H -2.467 -2.128 -0.567 0.133
H 0.863 0.263 -0.723 0.077
H -1.880 1.293 -0.129 0.114
H -2.663 -0.102 0.673 0.054
H -1.163 0.518 1.241 0.082
H 3.294 2.159 -0.949 0.231

***

Which one is most stable, and which one is least stable? b is the most stable of them, while a is the least stable.

***

a.
18
Properties=species:S:1:pos:R:3:lowdin_charge:R:1 method="wB97M-V/def2-TZVPD" lumo_energy_ev=-5.033 smiles="[NH2+]=C1CCNCC1" homo_lumo_gap_ev=9.138 mol_weight_da=99.2 homo_ev=-14.17 total_charge=+1
C 1.055 -0.712 0.633 -0.063
C 0.406 0.961 -0.940 -0.096
C -0.390 -0.423 1.484 -0.092
C -0.937 1.158 -0.061 -0.188
C 0.693 -0.371 -0.683 -0.174
N -0.176 -1.468 -1.553 0.154
N -0.811 0.860 1.212 -0.050
H 1.796 0.015 1.056 0.142
H 1.510 -1.735 0.793 0.153
H 0.091 1.410 -1.875 0.140
H 1.164 1.620 -0.484 0.145
H -1.055 -1.157 1.109 0.121
H -0.119 -0.405 2.518 0.132
H -1.256 2.112 -0.401 0.138
H -1.493 0.270 -0.517 0.151
H 0.162 -2.429 -1.426 0.095
H -0.220 -1.115 -2.504 0.084
H -0.235 1.583 1.766 0.207

***

b.
18
Properties=species:S:1:pos:R:3:lowdin_charge:R:1 method="wB97M-V/def2-TZVPD" lumo_energy_ev=-3.271 homo_lumo_gap_ev=11.441 mol_weight_da=99.2 homo_ev=-14.71 total_charge=+1
C -0.220 1.017 -0.299 -0.238
C 1.095 -0.471 -0.049 -0.261
C -1.174 2.056 -0.570 0.060
C 1.214 -1.914 -0.683 0.013
C -0.974 -0.512 1.579 -0.022
N -0.216 -0.010 0.522 -0.022
N 1.053 0.759 -0.807 0.135
H 1.930 -0.284 0.624 0.161
H -0.833 2.820 -1.189 0.086
H -1.574 2.482 0.323 0.106
H -1.958 1.472 -1.066 0.130
H 0.568 -2.194 -1.551 0.098
H 1.173 -2.522 0.292 0.118
H 2.208 -1.729 -1.110 0.082
H -1.275 -1.572 1.423 0.120
H -0.495 -0.301 2.594 0.136
H -1.916 -0.049 1.778 0.089
H 1.393 0.953 -1.809 0.209

***

Which one is most stable, and which one is least stable? b is the most stable of them, while a is the least stable.

***

a.
18
Properties=species:S:1:pos:R:3:lowdin_charge:R:1 method="wB97M-V/def2-TZVPD" lumo_energy_ev=-4.102 homo_lumo_gap_ev=9.582 mol_weight_da=99.2 homo_ev=-13.68 total_charge=+1
C -2.527 -0.015 0.174 -0.115
C 2.132 0.817 -0.466 -0.129
C 1.717 0.411 0.914 -0.138
C 1.552 -0.485 -0.247 -0.384
C 1.080 -1.570 -0.767 0.041
N -2.222 1.236 -0.184 0.182
N -1.529 -0.815 0.502 0.198
H -3.580 -0.314 0.509 0.196
H 1.357 1.543 -0.994 0.139
H 3.268 0.968 -0.665 0.155
H 2.608 0.321 1.684 0.152
H 0.697 0.744 1.436 0.128
H 0.577 -2.265 -0.242 0.016
H 1.091 -1.828 -1.900 0.124
H -1.297 1.591 -0.408 0.131
H -2.929 1.958 -0.270 0.139
H -1.720 -1.747 0.518 0.095
H -0.576 -0.496 0.279 0.072

***

b.
18
Properties=species:S:1:pos:R:3:lowdin_charge:R:1 method="wB97M-V/def2-TZVPD" lumo_energy_ev=-2.880 smiles=C[NH2+][C@]12C[C@@]1(N)C2 homo_lumo_gap_ev=9.940 mol_weight_da=99.2 homo_ev=-12.82 total_charge=+1
C 1.172 -0.750 -0.879 -0.010
C 0.274 -1.747 0.920 -0.010
C 1.278 -0.716 0.589 -0.295
C -0.210 -0.916 -0.259 -0.196
C -1.440 1.035 -1.126 0.006
N 1.327 0.499 1.273 0.108
N -0.962 0.291 0.054 -0.012
H 1.418 0.156 -1.422 0.120
H 1.525 -1.640 -1.384 0.124
H 0.513 -2.771 0.665 0.123
H -0.238 -1.667 1.874 0.126
H -0.598 1.324 -1.752 0.098
H -2.107 0.406 -1.713 0.112
H -1.973 1.930 -0.813 0.107
H 1.361 0.407 2.281 0.128
H 2.048 1.128 0.942 0.128
H -1.768 0.032 0.631 0.187
H -0.297 0.898 0.659 0.155

***

c.
18
Properties=species:S:1:pos:R:3:lowdin_charge:R:1 method="wB97M-V/def2-TZVPD" lumo_energy_ev=-3.548 smiles="C=CN1C[C@H]1[NH2+]C" homo_lumo_gap_ev=9.319 mol_weight_da=99.2 homo_ev=-12.87 total_charge=+1
C -3.341 -0.118 0.226 0.044
C -2.187 -0.357 -0.361 -0.263
C -0.301 1.170 -0.010 -0.097
C 0.429 0.012 -0.479 -0.171
C 2.795 -0.016 0.057 0.002
N -1.023 -0.098 0.374 -0.014
N 1.448 -0.564 0.354 0.039
H -4.116 -0.560 -0.338 0.057
H -3.374 0.082 1.267 0.069
H -2.181 -0.835 -1.394 0.139
H 0.034 1.702 0.943 0.146
H -0.982 1.755 -0.648 0.137
H 0.264 -0.248 -1.542 0.175
H 3.222 -0.244 -0.961 0.134
H 2.979 1.014 0.184 0.093
H 3.420 -0.629 0.729 0.117
H 1.315 -0.461 1.343 0.176
H 1.600 -1.604 0.259 0.217

***

Which one is most stable, and which one is least stable? b is the most stable of them, while c is the least stable.